98
Properties=species:S:1:pos:R:3:mulliken_charge:R:1 method="wB97M-V/def2-TZVPD" e_lumo_ev=3.62 total_charge=-2 orbital_gap_ev=6.05 spin_multiplicity=1 e_tot_ev=-88612.5685
C 5.4576 2.7069 0.7880 -1.97
C 3.9854 2.6269 1.3021 2.79
C 4.0349 1.9819 2.7023 -1.71
C 3.4105 4.0594 1.3557 -2.29
P 1.5930 4.3375 0.8657 1.64
O 1.3581 4.9658 2.5090 -0.93
C 1.8216 6.1572 0.3704 -1.18
N 2.8484 6.3988 -0.6665 -0.30
C 1.7108 3.6677 -1.0050 -0.93
I 0.3650 4.7997 -2.3185 -0.02
C 3.1109 3.5386 -1.6797 -0.30
C 3.3507 2.0554 -2.0385 -1.21
I 3.3488 4.5361 -3.6205 -0.08
O -0.1561 4.3924 0.6104 -0.76
C -0.9400 3.6555 1.4597 1.60
O -1.4809 4.7111 2.3730 -0.42
C -2.0136 4.4968 3.5250 0.64
N -2.5289 4.2784 4.5328 -0.64
C -2.1172 3.1989 0.6013 0.02
C -1.9192 2.6458 -0.6539 0.52
C -3.0062 2.2495 -1.4052 -1.06
N -4.2830 2.3165 -1.0191 -0.71
C -4.4481 2.8178 0.2055 -0.52
C -3.4355 3.2764 1.0290 -0.69
C -0.0268 2.5223 2.0050 2.04
C 0.0540 2.2450 3.5914 -0.01
O 1.0925 2.5159 4.1899 -0.66
O -1.0062 1.7447 4.0091 -0.67
P -0.2642 0.8085 1.3621 0.17
O -1.6245 0.2591 1.3430 -0.60
O 0.6169 -0.0805 2.3771 -0.68
O 0.5108 0.6545 -0.0576 -0.53
O 1.2985 2.7664 1.5720 -0.79
H 6.0606 1.8932 1.2027 0.57
H 5.9297 3.6446 1.0831 0.29
H 5.5143 2.5808 -0.2924 0.27
H 3.4972 1.9647 0.5926 -0.66
H 3.3542 2.4701 3.3972 0.26
H 5.0456 2.0862 3.1105 0.55
H 3.8500 0.9045 2.6559 0.22
H 3.4572 4.3797 2.3933 0.63
H 4.0876 4.7125 0.8011 0.55
H 0.6251 5.5872 2.5310 0.28
H 0.8656 6.5923 0.0783 0.34
H 2.1243 6.6994 1.2638 0.56
H 2.4999 6.9623 -1.4289 0.24
H 3.6746 6.8276 -0.2765 0.19
H 1.2593 2.6823 -1.0328 0.66
H 3.9254 3.9923 -1.1430 0.55
H 2.9507 1.8677 -3.0335 0.55
H 4.4088 1.8025 -2.0719 0.28
H 2.8064 1.3976 -1.3631 0.11
H -0.9265 2.5240 -1.0550 0.03
H -2.8262 1.8492 -2.3979 0.39
H -5.4701 2.8602 0.5700 0.40
H -3.6964 3.6807 1.9953 0.29
H 1.5384 0.2199 2.4063 0.34
H 1.3428 0.1908 0.0877 0.33
C -4.8367 -5.8192 -0.3037 -1.14
C -5.0471 -4.5039 -1.0484 -0.54
C -3.7691 -3.6821 -1.1995 -0.46
C -3.1277 -3.2253 0.1112 -0.17
C -4.0217 -2.3889 1.0213 -0.74
C -4.4641 -1.0719 0.3932 -1.10
H -4.4971 -5.6500 0.7189 0.29
H -5.7666 -6.3903 -0.2508 0.39
H -4.0924 -6.4384 -0.8113 0.22
H -5.8161 -3.9139 -0.5432 0.27
H -5.4379 -4.7258 -2.0468 0.40
H -3.9846 -2.8099 -1.8224 0.36
H -3.0317 -4.2737 -1.7568 0.08
H -2.2332 -2.6415 -0.1262 0.07
H -2.7758 -4.1015 0.6681 0.38
H -3.4653 -2.1674 1.9343 0.38
H -4.9016 -2.9684 1.3284 0.41
H -3.6001 -0.4669 0.1202 0.08
H -5.0573 -0.4949 1.1041 0.44
H -5.0789 -1.2256 -0.4988 0.37
C 1.3097 -4.1832 -0.0287 -1.05
C 1.5966 -4.3496 -1.5184 -0.42
C 0.3773 -4.7955 -2.3228 -0.60
C -0.1961 -6.1597 -1.9387 -0.46
C 0.7865 -7.3251 -2.0370 -0.57
C 1.3066 -7.5645 -3.4515 -1.23
H 1.0200 -5.1274 0.4365 0.30
H 2.1976 -3.8216 0.4917 0.39
H 0.5085 -3.4603 0.1355 0.15
H 2.4263 -5.0503 -1.6583 0.25
H 1.9364 -3.3914 -1.9195 0.37
H 0.6355 -4.7945 -3.3866 0.35
H -0.4116 -4.0462 -2.2067 0.24
H -1.0567 -6.3664 -2.5842 0.42
H -0.5908 -6.1138 -0.9201 0.26
H 0.2826 -8.2322 -1.6905 0.39
H 1.6290 -7.1667 -1.3584 0.27
H 0.4814 -7.7561 -4.1414 0.29
H 1.9731 -8.4289 -3.4795 0.39
H 1.8673 -6.7063 -3.8245 0.29